A 8-piece molecular cluster, C61H61F16I2NO3 overall at a distorted geometry, computed with ωB97M-V/def2-TZVPD.

Each line ends with the Löwdin charge.
CARTESIAN COORDINATES (ANGSTROEM)
C1 2.4028 -5.9969 0.4218  -0.136
C2 1.2120 -5.9389 -0.7034  -0.218
C3 0.8725 -4.4099 -1.2517  -0.201
O1 1.2122 -3.3427 -0.2983  -0.230
C4 0.0021 -2.5754 0.1122  -0.116
C5 0.3080 -1.9405 1.6011  -0.229
C6 0.6703 -3.0370 2.8064  -0.126
C7 -0.1281 -4.4613 2.6581  -0.294
C8 -1.6687 -4.3546 3.2951  -0.569
I1 -2.1142 -6.4242 4.0027  0.714
C9 -1.0683 -1.1733 2.1624  -0.206
O2 -2.3557 -1.4535 1.9385  -0.032
N1 -0.6639 0.0490 3.0128  0.097
C10 0.8621 0.2616 3.0178  -0.297
O3 1.2385 -0.1933 4.3646  -0.192
C11 2.5332 0.3508 4.8021  -0.244
C12 2.4914 0.3208 6.4737  -0.095
C13 1.3026 -0.5987 1.6942  -0.562
I2 3.4749 -1.0822 1.5187  0.974
C14 1.1141 0.3421 0.3361  -0.230
C15 1.8584 1.7992 0.4280  -0.086
C16 0.7386 2.9989 0.1052  -0.154
F1 -0.5499 2.7520 0.8065  0.006
F2 0.4287 2.8547 -1.3665  -0.040
C17 1.3453 4.5134 0.3044  -0.078
F3 2.6270 4.5262 1.1022  0.018
F4 1.7585 4.9750 -1.0737  0.007
C18 0.2667 5.6239 0.8439  -0.062
F5 0.8384 7.0157 0.7195  0.026
F6 -0.9686 5.6432 -0.0221  0.024
C19 -0.1773 5.4585 2.4136  -0.118
F7 -0.1434 6.7542 3.1853  0.041
F8 -1.6350 5.0683 2.3944  0.023
F9 0.5214 4.3810 3.1533  0.047
H1 3.4601 -5.7750 -0.0848  0.090
H2 2.5251 -7.0858 0.8954  0.089
H3 2.1964 -5.2221 1.2761  0.053
H4 1.5665 -6.6424 -1.6003  0.104
H5 0.2451 -6.4315 -0.2583  0.103
H6 1.4945 -4.3015 -2.2648  0.136
H7 -0.2574 -4.4345 -1.5824  0.129
H8 -0.8883 -3.3648 0.2090  0.143
H9 -0.3549 -1.7958 -0.6874  0.138
H10 0.3969 -2.6165 3.8885  0.135
H11 1.8207 -3.2954 2.8552  0.093
H12 0.4355 -5.2340 3.3723  0.066
H13 -0.1047 -4.9388 1.5901  0.092
H14 -1.5921 -3.6803 4.2518  0.069
H15 -2.4638 -4.0020 2.5085  0.060
H16 -1.1436 0.8832 2.5593  0.133
H17 1.0496 1.4152 3.0694  0.151
H18 3.3847 -0.4362 4.5181  0.088
H19 2.7628 1.4348 4.4171  0.127
H20 2.3305 1.3802 6.9457  0.074
H21 3.4726 -0.2278 6.8429  0.080
H22 1.5773 -0.3452 6.8561  0.093
H23 1.6721 -0.2606 -0.5301  0.099
H24 -0.0136 0.3741 0.0254  0.127
H25 2.6562 1.8599 -0.4417  0.149
H26 2.4005 1.9969 1.4495  0.114
F10 -6.6769 5.1568 -3.2869  0.052
C20 -5.5789 5.7480 -2.7975  -0.285
C21 -4.5529 4.9647 -2.2804  -0.008
C22 -3.4072 5.5796 -1.7755  -0.078
C23 -3.3050 6.9729 -1.7834  -0.109
C24 -4.3424 7.7506 -2.3000  -0.075
C25 -5.4829 7.1350 -2.8150  -0.013
H27 -4.6535 3.8843 -2.2750  0.095
H28 -2.5961 4.9758 -1.3761  0.088
H29 -2.4131 7.4522 -1.3854  0.097
H30 -4.2623 8.8350 -2.3014  0.107
H31 -6.2949 7.7239 -3.2286  0.116
F11 -5.1455 1.9855 -1.4467  0.049
C26 -6.1534 2.1837 -0.5868  -0.282
C27 -7.1110 3.1524 -0.8665  -0.012
C28 -8.1635 3.3556 0.0260  -0.073
C29 -8.2405 2.5944 1.1950  -0.098
C30 -7.2717 1.6280 1.4693  -0.083
C31 -6.2257 1.4174 0.5712  -0.013
H32 -7.0302 3.7398 -1.7753  0.089
H33 -8.9215 4.1051 -0.1873  0.106
H34 -9.0591 2.7563 1.8931  0.100
H35 -7.3315 1.0396 2.3818  0.105
H36 -5.4690 0.6643 0.7644  0.115
F12 1.1690 -6.2155 4.8786  0.001
C32 1.5023 -6.8087 6.0326  -0.282
C33 2.8090 -6.7133 6.4985  -0.016
C34 3.1552 -7.3265 7.7025  -0.085
C35 2.1924 -8.0383 8.4224  -0.100
C36 0.8848 -8.1326 7.9439  -0.080
C37 0.5362 -7.5099 6.7456  -0.028
H37 3.5453 -6.1633 5.9216  0.115
H38 4.1722 -7.2512 8.0793  0.104
H39 2.4640 -8.5201 9.3592  0.100
H40 0.1381 -8.6905 8.5038  0.106
H41 -0.4777 -7.5656 6.3635  0.052
F13 0.8391 -0.5169 -3.0495  0.054
C38 -0.0034 0.1371 -3.8601  -0.282
C39 -0.5950 1.3175 -3.4237  -0.011
C40 -1.4683 2.0014 -4.2694  -0.067
C41 -1.7490 1.4910 -5.5392  -0.093
C42 -1.1541 0.3028 -5.9662  -0.084
C43 -0.2723 -0.3749 -5.1246  -0.020
H42 -0.3715 1.6943 -2.4310  0.079
H43 -1.9299 2.9292 -3.9406  0.101
H44 -2.4336 2.0225 -6.1967  0.102
H45 -1.3772 -0.0946 -6.9533  0.104
H46 0.2059 -1.2950 -5.4438  0.114
F14 1.0926 -6.9962 -3.8955  0.047
C44 -0.0247 -7.6755 -4.1870  -0.292
C45 -0.1044 -9.0281 -3.8741  -0.018
C46 -1.2694 -9.7345 -4.1728  -0.082
C47 -2.3387 -9.0823 -4.7917  -0.098
C48 -2.2471 -7.7257 -5.1064  -0.083
C49 -1.0863 -7.0170 -4.7974  -0.019
H47 0.7394 -9.5198 -3.4010  0.116
H48 -1.3447 -10.7904 -3.9251  0.105
H49 -3.2455 -9.6348 -5.0286  0.101
H50 -3.0790 -7.2212 -5.5918  0.105
H51 -1.0015 -5.9600 -5.0269  0.114
F15 5.8559 1.1720 1.9885  -0.006
C50 6.5432 1.5603 0.9061  -0.303
C51 6.0615 2.6084 0.1294  -0.020
C52 6.7794 3.0163 -0.9948  -0.079
C53 7.9666 2.3637 -1.3362  -0.095
C54 8.4391 1.3095 -0.5531  -0.080
C55 7.7269 0.9092 0.5772  -0.015
H52 5.1333 3.0979 0.4053  0.101
H53 6.4154 3.8398 -1.6041  0.106
H54 8.5239 2.6793 -2.2156  0.102
H55 9.3612 0.8004 -0.8231  0.106
H56 8.0844 0.0975 1.2021  0.117
F16 -0.0310 8.9867 -6.9098  0.062
C56 0.3023 8.3934 -5.7558  -0.290
C57 1.6090 8.4889 -5.2899  -0.020
C58 1.9552 7.8757 -4.0859  -0.079
C59 0.9924 7.1639 -3.3660  -0.088
C60 -0.3152 7.0696 -3.8445  -0.073
C61 -0.6638 7.6923 -5.0428  -0.010
H57 2.3453 9.0389 -5.8668  0.115
H58 2.9722 7.9510 -3.7091  0.105
H59 1.2640 6.6821 -2.4292  0.075
H60 -1.0619 6.5117 -3.2846  0.083
H61 -1.6777 7.6366 -5.4249  0.117

Properties
charge: 0
SMILES string: CCCOC[C@]1(CCCI)C(=O)N[C@@H](OCC)[C@]1(I)CCC(F)(F)C(F)(F)C(F)(F)C(F)(F)F.Fc1ccccc1.Fc1ccccc1.Fc1ccccc1.Fc1ccccc1.Fc1ccccc1.Fc1ccccc1.Fc1ccccc1
strongest force on any atom: 0.158 Eh/bohr
orbital gap: 0.30435 Ha
E: -4834.280312 a.u.